# 1
Below is a molecular structure, CHO2Pt in a non-equilibrium geometry, with properties calculated with wB97M-V/def2-TZVPD.

```
5
Properties=species:S:1:pos:R:3:forces:R:3
C 0.023159 -0.002481 0.678472 3.1 5.0 0.3
O -0.515572 0.737994 -0.259883 -2.2 1.3 0.8
Pt -0.548636 -0.883716 -1.352771 -2.3 -3.4 -6.7
O 0.560819 -1.048750 0.237466 1.0 -1.1 3.2
H 0.480230 1.196953 0.696716 0.4 -1.8 2.5
```
Forces are in eV/Å.

Output
HOMO-LUMO gap (spin up / spin down)	6.622 / 8.220	eV
HOMO energy (spin up / spin down)	-7.39 / -10.77	eV
multiplicity	4
<S²>	3.76
net charge	0
relative energy (zero: lowest compared OMol25 entry of this formula, charge and spin)	28.22	kcal/mol
electronic energy	-308.177797	Ha


# 2
Below is a molecular structure, CHO2Y in a non-equilibrium geometry, with properties calculated with wB97M-V/def2-TZVPD.

```
5
Properties=species:S:1:pos:R:3:forces:R:3
Y 0.385900 1.625451 -0.420611 -0.4 -2.3 -0.2
O 0.221703 -0.566660 -0.255262 1.3 3.3 -0.3
C -0.619212 -1.436146 0.121145 -1.6 -3.6 -0.9
H 0.922276 2.911073 0.841749 0.1 -0.1 0.3
O -0.910667 -2.533717 -0.287020 0.6 2.6 1.2
```
Forces are in eV/Å.

Output
HOMO-LUMO gap (spin up / spin down)	4.801 / 8.465	eV
HOMO energy (spin up / spin down)	-11.70 / -15.53	eV
multiplicity	2
<S²>	0.76
net charge	+1
electronic energy	-227.123330	Ha